Here is C46H60Cl2N2OP3S4Ti as an isolated structure in a non-equilibrium geometry from the OMol25 dataset. Energies are from ωB97M-V with the def2-TZVPD basis set.

```
119
Properties=species:S:1:pos:R:3:forces:R:3
Ti -0.02746 -0.91994 1.68930 -1.00 1.15 0.18
C -3.43657 -0.14800 3.56335 0.11 0.16 0.00
P -1.89171 -1.10785 3.63996 -0.06 -0.83 -0.07
C -1.62544 -1.21625 5.43702 0.16 0.27 -0.01
C -2.49226 -2.80761 3.33297 -0.08 0.00 -0.11
C -3.25542 -2.84497 2.01750 0.18 0.00 0.12
P -2.19176 -2.39942 0.56635 -0.28 -0.38 0.23
C -2.01600 -4.07131 -0.16859 0.10 0.04 -0.05
C -3.47390 -1.66198 -0.49920 0.22 0.12 -0.10
H -4.25331 -0.72247 4.00231 -0.02 0.02 -0.01
H -3.69192 0.14406 2.54563 -0.04 -0.03 -0.01
H -3.29567 0.75333 4.15563 -0.04 0.10 0.02
H -2.53906 -1.60546 5.88660 0.01 -0.02 0.02
H -1.41296 -0.23763 5.86488 0.01 -0.02 0.02
H -0.78886 -1.87664 5.65861 0.00 -0.02 -0.01
H -3.11790 -3.13502 4.16521 -0.02 0.00 0.01
H -1.61964 -3.46553 3.29650 0.00 -0.07 0.06
H -4.09393 -2.14888 2.04351 -0.04 -0.02 0.01
H -3.66624 -3.83930 1.84985 -0.07 0.02 -0.05
H -2.92982 -4.63101 0.02593 0.00 0.00 -0.03
H -1.16415 -4.60848 0.24727 -0.01 0.01 0.00
H -1.87301 -3.99245 -1.24238 0.02 -0.01 0.01
H -4.33012 -2.33747 -0.51356 -0.02 0.02 -0.04
H -3.09364 -1.50877 -1.50762 0.00 0.00 0.00
H -3.77727 -0.69220 -0.10325 -0.01 0.00 -0.01
C -3.12841 3.43673 2.57178 0.29 0.13 -0.15
C -2.72331 2.71707 1.28449 -0.17 -0.09 0.04
S -1.24797 1.65474 1.35078 0.72 -0.29 0.36
C 0.02600 2.59545 0.45843 -0.19 0.21 0.20
C 0.67671 3.72939 1.23514 0.00 -0.10 0.04
S 1.55257 3.15896 2.71190 -0.01 0.00 0.10
C 0.64927 4.01416 4.03941 -0.04 -0.16 -0.15
C -0.81174 3.59539 4.22465 0.00 0.07 0.02
S -1.94913 4.63108 3.24248 -0.04 0.05 -0.06
H -3.42130 2.74577 3.35335 -0.09 -0.12 0.07
H -3.99942 4.04873 2.33039 -0.09 -0.09 0.04
H -2.50989 3.44344 0.50010 -0.01 -0.03 -0.03
H -3.53925 2.07874 0.93974 -0.05 0.09 -0.03
H -0.44527 2.97412 -0.45082 0.06 -0.13 -0.07
H 0.75760 1.83847 0.17880 0.04 0.01 -0.11
H -0.06963 4.45270 1.55306 0.06 0.08 -0.13
H 1.39356 4.22990 0.58255 -0.03 0.00 -0.06
H 0.73732 5.08771 3.87418 0.00 0.03 0.11
H 1.22117 3.76920 4.93514 0.00 0.04 0.01
H -1.10352 3.69314 5.27106 0.05 0.00 0.01
H -0.94551 2.56509 3.90718 0.00 -0.05 0.08
C 3.42437 -6.31640 -0.43707 0.01 -0.01 0.01
C 2.32590 -6.11517 0.39013 0.00 0.01 0.02
C 1.93813 -4.82787 0.71991 0.03 0.04 -0.04
C 2.64506 -3.73469 0.22167 -0.22 0.07 -0.17
C 3.75595 -3.93576 -0.58850 0.00 -0.05 -0.02
C 4.14127 -5.23132 -0.91558 0.01 0.08 0.00
P 2.15626 -2.09471 0.82536 0.91 -0.26 0.72
C 2.89956 -0.73394 -0.14447 -0.11 0.04 -0.04
C 3.16247 0.45273 0.55060 0.05 -0.05 -0.02
C 3.66782 1.56113 -0.11583 -0.05 -0.02 0.01
C 3.90767 1.49981 -1.48147 0.01 0.01 -0.04
C 3.63762 0.32790 -2.17868 0.00 0.02 0.01
C 3.12823 -0.78074 -1.51935 -0.04 0.00 0.01
C 3.12978 -2.06742 2.37045 -0.13 0.07 -0.09
C 4.37535 -2.62832 2.47408 0.09 -0.04 0.05
C 5.10661 -2.53379 3.67497 -0.02 -0.01 -0.09
C 4.58270 -1.85616 4.73646 -0.01 0.02 0.03
C 3.31510 -1.23470 4.64306 0.00 0.02 0.07
C 2.81331 -0.44411 5.70496 0.00 -0.02 -0.01
C 1.63927 0.23463 5.55907 0.04 0.04 0.01
C 0.89191 0.09106 4.37577 0.05 0.16 -0.25
C 1.27880 -0.71743 3.32229 0.12 -0.15 0.05
C 2.55624 -1.36433 3.45322 -0.10 0.12 0.03
H 3.72812 -7.32180 -0.69777 -0.01 0.01 0.01
H 1.77897 -6.96314 0.78153 0.00 0.02 -0.01
H 1.09848 -4.66757 1.38795 -0.05 -0.02 -0.02
H 4.33812 -3.09633 -0.94615 -0.01 -0.01 -0.03
H 5.00997 -5.38734 -1.54179 -0.02 0.00 0.00
H 2.99451 0.51560 1.61984 0.04 0.00 0.00
H 3.89037 2.46254 0.44239 -0.01 -0.01 -0.01
H 4.31859 2.35571 -2.00130 -0.03 0.01 0.00
H 3.83718 0.27309 -3.24132 0.00 0.00 0.01
H 2.92060 -1.68215 -2.07809 0.01 0.00 0.01
H 4.81712 -3.14943 1.63560 -0.02 -0.03 0.00
H 6.08549 -2.98877 3.74065 -0.01 -0.01 0.00
H 5.13908 -1.76609 5.66186 0.00 0.01 -0.02
H 3.38758 -0.36751 6.62092 0.01 0.01 -0.04
H 1.27261 0.87694 6.35064 0.00 -0.02 -0.01
H -0.01451 0.67637 4.29982 -0.06 0.02 -0.02
Cl 1.18226 -5.08412 -3.09572 0.07 -0.12 0.04
C 0.48233 -3.48430 -3.19734 -0.07 0.06 -0.01
Cl 0.40702 -2.67663 -1.60631 -0.10 -0.18 -0.48
H -0.53402 -3.56887 -3.56405 -0.01 0.04 -0.01
H 1.08669 -2.86408 -3.84831 0.02 0.02 -0.01
C -2.52865 1.02207 -6.91552 0.00 0.02 0.05
C -2.89110 0.43752 -5.55309 0.01 0.02 -0.11
C -1.68960 -0.13302 -4.81127 -0.09 0.11 0.07
N -0.77666 0.92275 -4.38448 -0.09 -0.05 -0.12
C -0.42054 1.21396 -3.14495 0.28 0.03 0.14
S -0.84667 0.33214 -1.77558 -0.14 0.06 -0.34
N 0.41384 2.31446 -2.99806 -0.07 -0.01 0.07
C 0.54004 3.52268 -3.70743 -0.03 -0.11 -0.05
O 1.54116 4.17204 -3.53633 0.10 0.05 0.02
C -0.58406 3.98238 -4.57324 0.06 -0.02 0.07
C -0.26181 4.69084 -5.72623 0.02 -0.02 -0.07
C -1.27166 5.19270 -6.53351 0.00 -0.01 0.02
C -2.60046 5.00870 -6.17471 0.01 -0.03 0.03
C -2.92262 4.32945 -5.00455 0.00 0.02 -0.03
C -1.91643 3.81390 -4.20408 -0.04 -0.02 0.02
H -3.42219 1.34702 -7.44729 0.02 0.02 0.01
H -2.02378 0.28056 -7.53857 0.00 0.02 0.01
H -1.87780 1.89752 -6.82402 -0.02 -0.02 -0.01
H -3.61851 -0.36742 -5.67669 0.00 0.01 -0.02
H -3.35909 1.20608 -4.93243 -0.04 -0.06 0.03
H -1.13495 -0.81361 -5.46270 0.01 -0.02 0.01
H -1.99586 -0.67936 -3.92253 0.05 0.03 0.04
H -0.45132 1.54597 -5.11051 0.01 -0.01 -0.02
H 1.08862 2.23034 -2.25012 -0.03 0.02 0.05
H 0.78022 4.84610 -5.97508 -0.02 0.01 0.00
H -1.02179 5.74065 -7.43226 -0.01 -0.02 0.01
H -3.38885 5.40504 -6.80137 0.01 0.00 0.01
H -3.95924 4.21098 -4.71617 0.02 0.01 0.00
H -2.16807 3.30627 -3.27892 0.01 -0.04 -0.03
```
Forces are in eV/Å.

Strongest force on any atom: 1.53 eV/A
Total energy: -6359.82411 hartree
Kohn-Sham gap (spin up / spin down): 0.241 / 0.252 Eh
Charge: +2
2S+1: 2
<S²>: 0.76

Löwdin population analysis, charges in e, atoms 1 to 6: 0.638, -0.236, 0.824, -0.226, -0.406, -0.408

Here is C46H60Ge2N2P2Sr as an isolated structure in a non-equilibrium geometry from the OMol25 dataset. Energies are from ωB97M-V with the def2-TZVPD basis set.

```
113
Properties=species:S:1:pos:R:3:forces:R:3
Sr 0.06562 -0.30007 0.21580 -0.18 -0.46 0.92
C 3.69652 -0.39487 -4.07950 0.28 0.04 -0.45
C 2.84172 -0.79387 -2.88540 -0.09 -0.61 -0.05
Ge 2.22112 0.75303 -1.86140 -0.86 0.01 0.11
C 3.59302 1.70833 -0.84560 -0.07 0.25 0.54
C 4.54902 2.47983 -1.74390 0.36 0.28 -0.22
C 1.25102 2.00133 -3.03460 -1.99 0.18 0.52
C -0.06268 2.42843 -3.07080 1.63 0.11 -0.87
Ge -1.42358 1.77703 -1.76320 1.34 -0.25 0.42
C -2.00728 3.02493 -0.36700 -0.03 0.38 0.30
C -2.83688 4.18603 -0.89030 -0.32 0.52 -0.04
C -2.78018 0.51973 -2.41610 -0.43 -0.11 -0.33
C -3.77848 1.14053 -3.37960 -0.35 0.07 -0.47
C -0.50098 3.43053 -4.13940 0.09 0.13 -0.21
C -1.83828 3.88813 -4.19360 0.90 0.22 -0.63
C -2.26768 4.80293 -5.15800 0.44 -0.15 0.01
C -1.37598 5.29393 -6.10390 -0.11 -0.06 0.12
C -0.05228 4.86993 -6.08620 -0.17 -0.39 0.55
C 0.38542 3.95433 -5.12390 -0.94 0.28 0.01
H 3.98572 -1.30527 -4.64540 -0.08 0.57 0.15
H 4.62242 0.11033 -3.74920 -0.37 -0.17 -0.33
H 3.12612 0.27683 -4.75500 0.48 -0.33 0.24
H 3.41392 -1.46987 -2.21600 -0.54 0.33 -0.25
H 1.94582 -1.33457 -3.25680 0.48 0.19 0.50
H 4.15672 0.98383 -0.22120 -0.96 0.79 -0.89
H 3.07722 2.42953 -0.17710 0.30 -0.57 -0.32
H 5.11452 1.79283 -2.39940 -0.18 0.45 0.17
H 5.27832 3.03303 -1.11560 -0.31 -0.17 -0.45
H 3.98942 3.21063 -2.36490 0.49 -0.34 0.24
H 1.95862 2.37083 -3.75070 0.06 0.55 -0.67
H -1.10588 3.42593 0.14230 -0.54 -0.64 -0.22
H -2.60508 2.45293 0.37340 0.60 0.17 -0.32
H -2.23488 4.80463 -1.58640 -0.53 -0.24 0.30
H -3.14488 4.82973 -0.03980 0.05 -0.25 -0.52
H -3.75038 3.81303 -1.39700 0.38 0.45 0.14
H -3.32388 0.11753 -1.53560 0.51 0.52 -0.64
H -2.26228 -0.32067 -2.92440 -0.25 0.49 0.45
H -4.31728 1.97923 -2.89320 0.19 -0.36 -0.47
H -4.52198 0.37363 -3.68240 0.21 0.48 0.04
H -3.26038 1.49363 -4.29420 -0.50 -0.06 0.44
H -2.57858 3.55333 -3.49810 -0.13 -0.29 0.44
H -3.29918 5.13133 -5.16940 -0.01 -0.03 0.05
H -1.71038 6.00273 -6.85050 -0.01 0.00 0.00
H 0.64272 5.25233 -6.82320 0.04 -0.05 0.04
H 1.42392 3.68823 -5.19280 0.20 -0.31 0.30
C 1.03392 -1.53887 4.16870 0.10 -0.14 0.23
C 0.09802 -2.36437 3.26710 -0.05 -0.12 0.14
P -1.42648 -1.41277 2.82100 0.04 -0.30 -0.13
C -2.38118 -1.66157 4.36300 -0.34 0.11 0.42
C -2.73338 -2.93317 4.84360 -0.13 0.07 0.22
C -3.42938 -3.07907 6.04590 0.20 0.14 -0.32
C -3.77888 -1.95477 6.78850 0.05 0.19 -0.09
C -3.43538 -0.68587 6.32760 0.07 -0.20 -0.09
C -2.74118 -0.53987 5.12300 -0.10 -0.17 0.13
C -2.25418 -2.50657 1.61070 0.46 -1.12 0.93
C -3.64358 -2.70797 1.63000 -0.65 -0.94 -0.53
C -4.27138 -3.52597 0.68470 0.14 -0.22 4.47
C -3.52338 -4.13787 -0.31610 1.02 -2.37 1.76
C -2.15138 -3.91957 -0.37990 1.55 -3.73 2.21
C -1.52598 -3.10347 0.56830 -0.40 -2.04 2.81
C 2.47262 -1.54107 3.64450 -0.02 -0.11 0.26
P 2.61012 -0.59627 2.05190 -0.07 -0.09 0.13
C 2.98692 1.08633 2.62320 0.26 0.74 0.30
C 4.02052 1.38623 3.52220 0.03 0.32 0.10
C 4.27092 2.70473 3.91290 -0.03 -0.36 -0.09
C 3.48832 3.74233 3.41280 -0.21 -0.07 -0.12
C 2.45502 3.46243 2.52300 0.22 -0.27 0.19
C 2.20602 2.14423 2.13220 1.26 0.17 0.07
C 4.17882 -1.23537 1.36790 0.54 -0.28 -0.20
C 5.21222 -0.40577 0.91140 0.52 -0.36 0.21
C 6.38452 -0.94297 0.36680 -0.35 -0.08 0.05
C 6.53432 -2.32147 0.24560 0.00 0.13 -0.03
C 5.50722 -3.16287 0.65630 -0.32 0.28 0.13
C 4.33892 -2.62357 1.20270 0.21 0.00 -0.10
H 1.03332 -1.99257 5.16850 0.00 0.18 -0.12
H 0.69312 -0.50487 4.30700 -0.07 -0.09 -0.14
H -0.15288 -3.30617 3.76730 -0.15 0.09 -0.13
H 0.61392 -2.65747 2.34950 0.02 0.12 -0.16
H -2.47168 -3.82897 4.28430 0.00 0.19 -0.05
H -3.69498 -4.07137 6.40070 0.05 0.13 -0.06
H -4.31688 -2.06737 7.72590 0.07 0.02 -0.13
H -3.70398 0.19353 6.90700 0.05 -0.12 -0.10
H -2.47798 0.46123 4.78760 0.01 -0.20 -0.08
H -4.26468 -2.22497 2.38180 0.12 -0.07 0.00
H -5.34708 -3.67427 0.72850 0.34 -0.15 0.25
H -4.01098 -4.76857 -1.05440 0.35 -1.18 1.59
H -1.56428 -4.37277 -1.17460 0.12 0.08 0.24
H -0.45858 -2.92837 0.45990 0.21 -0.23 -0.21
H 2.77902 -2.58287 3.50520 0.04 0.13 -0.22
H 3.14042 -1.12857 4.40680 0.06 0.10 -0.19
H 4.65862 0.59863 3.91640 -0.08 0.02 -0.06
H 5.08132 2.91993 4.60440 -0.10 -0.06 -0.09
H 3.68462 4.76773 3.71420 0.00 -0.12 -0.02
H 1.84152 4.26833 2.12870 0.02 -0.13 0.02
H 1.39382 1.95183 1.43310 0.09 0.07 0.30
H 5.12372 0.67703 0.95920 0.26 -0.40 0.58
H 7.17532 -0.27897 0.02810 -0.12 -0.06 0.06
H 7.44242 -2.73687 -0.18280 -0.11 0.06 0.07
H 5.60602 -4.23957 0.54380 -0.06 0.17 0.03
H 3.54472 -3.31167 1.48330 0.04 0.19 -0.01
C -3.89588 -3.77977 -2.65780 0.62 1.45 -1.66
N -3.99408 -2.87257 -1.48860 -2.67 2.23 -4.94
C -5.37848 -2.38207 -1.28220 0.20 1.20 -0.42
C -2.93398 -2.16257 -1.06740 0.21 3.61 -2.14
N -2.02238 -1.54297 -0.71450 -2.07 1.77 -2.78
H -4.67118 -4.55077 -2.61390 -0.07 0.42 0.11
H -2.92348 -4.28307 -2.66770 -0.25 0.30 -0.02
H -4.00768 -3.21117 -3.58630 0.00 -0.15 -0.01
H -6.08888 -3.21437 -1.29850 0.40 -0.05 -0.10
H -5.64568 -1.66707 -2.06660 0.01 -0.13 0.02
H -5.46518 -1.88697 -0.30950 0.14 -0.03 -0.44
H 0.94212 -2.40277 -0.51350 0.26 0.29 -0.08
H -0.06568 1.70263 1.51710 -1.00 -0.42 -0.57
```
Forces are in eV/Å.

Strongest force on any atom: 6.04 eV/A
Total energy: -6765.05889 hartree
Kohn-Sham gap (spin up / spin down): 0.200 / 0.197 Eh

Löwdin population analysis, charges in e, atoms 1 to 6: 0.568, -0.192, -0.404, 0.905, -0.385, -0.167